# 1
{"formula": "C35H53BrN2O9S2", "method": "ωB97M-V with the def2-TZVPD basis set", "symbols": ["C", "O", "C", "C", "C", "C", "C", "O", "C", "C", "O", "C", "O", "C", "C", "C", "C", "S", "C", "S", "N", "C", "C", "N", "C", "C", "Br", "C", "O", "H", "H", "H", "H", "H", "H", "H", "H", "H", "H", "H", "H", "H", "H", "H", "H", "H", "H", "H", "H", "H", "C", "C", "C", "O", "C", "H", "H", "H", "H", "H", "H", "H", "H", "C", "C", "C", "O", "C", "H", "H", "H", "H", "H", "H", "H", "H", "C", "C", "C", "O", "C", "H", "H", "H", "H", "H", "H", "H", "H", "C", "C", "C", "O", "C", "H", "H", "H", "H", "H", "H", "H", "H"], "xyz": [[0.083860, -3.427045, 2.976870], [1.315651, -3.046373, 2.414079], [1.201339, -2.644319, 1.056260], [0.088270, -1.647584, 0.827703], [-0.058295, -0.522074, 1.514603], [0.896254, -0.110598, 2.598796], [0.705448, 1.301018, 3.130183], [1.968849, 1.647751, 3.753531], [1.860111, 2.845945, 4.435633], [1.359525, 2.752861, 5.856843], [2.177827, 3.886606, 3.906127], [-1.266889, 0.290108, 1.156753], [-1.298755, 1.493002, 1.084353], [-2.487775, -0.527244, 0.844196], [-3.809820, -0.039851, 1.356764], [-4.123815, -0.818073, 2.642233], [-5.286231, -0.208178, 3.427205], [-4.680824, 1.049827, 4.584201], [-4.957883, 2.612908, 3.858896], [-4.227434, 3.927956, 4.420944], [-5.869639, 2.646001, 2.766917], [-7.186554, 2.299743, 2.841133], [-7.622615, 2.460314, 1.557104], [-6.626419, 2.884899, 0.758159], [-5.561322, 3.008970, 1.498883], [-2.319846, -1.648875, 0.163893], [-3.745863, -2.797417, -0.308887], [-0.914168, -2.000085, -0.222416], [-0.618365, -2.502786, -1.273874], [-0.585554, -3.914155, 2.261747], [0.294086, -4.148703, 3.759896], [-0.458845, -2.595855, 3.432907], [2.150011, -2.249311, 0.709297], [0.984881, -3.550422, 0.488795], [0.819240, -0.788561, 3.442258], [1.915620, -0.224213, 2.237369], [-0.050942, 1.296384, 3.915135], [0.514715, 2.043663, 2.365178], [1.333846, 3.762305, 6.242308], [0.389115, 2.269415, 5.864466], [2.090812, 2.170755, 6.412350], [-4.595432, -0.127375, 0.616343], [-3.658487, 0.992335, 1.667599], [-4.266968, -1.874999, 2.447585], [-3.234850, -0.768786, 3.272186], [-6.074312, 0.147806, 2.770430], [-5.726846, -0.988027, 4.041853], [-7.682009, 1.961247, 3.725438], [-8.630105, 2.250453, 1.253099], [-4.600181, 3.334372, 1.159374], [2.330489, -2.424027, -3.385815], [3.842116, -2.583569, -3.503464], [4.171923, -3.347221, -2.225926], [3.024309, -4.145363, -1.916845], [1.922407, -3.729572, -2.741369], [1.831998, -2.243741, -4.336971], [2.090225, -1.595000, -2.711104], [4.082013, -3.191318, -4.379013], [4.383320, -1.641850, -3.585657], [4.344882, -2.660035, -1.388586], [5.045840, -3.991786, -2.329044], [1.748986, -4.505202, -3.496599], [1.030378, -3.627923, -2.127199], [-2.296765, -1.430516, -5.338200], [-1.927293, -0.840592, -6.694513], [-0.407261, -0.817640, -6.618613], [-0.022257, -1.916444, -5.781150], [-1.181236, -2.438666, -5.120095], [-3.287601, -1.881501, -5.308682], [-2.252494, -0.652677, -4.570685], [-2.253039, -1.507649, -7.496215], [-2.358101, 0.143330, -6.875199], [-0.047069, 0.104738, -6.149019], [0.061391, -0.911866, -7.598451], [-1.425905, -3.405969, -5.572694], [-0.955291, -2.597098, -4.064125], [5.068164, 1.642901, 2.379754], [6.570986, 1.450494, 2.199627], [6.936589, 0.664005, 3.450848], [5.789204, -0.119102, 3.788457], [4.664539, 0.324238, 3.019828], [4.535807, 1.844610, 1.451432], [4.874983, 2.469150, 3.067535], [6.765462, 0.848740, 1.308369], [7.126348, 2.382850, 2.107906], [7.154766, 1.333409, 4.290403], [7.793415, 0.005432, 3.302120], [4.451716, -0.438574, 2.257622], [3.801585, 0.416530, 3.665857], [-0.685710, 3.079125, -3.581326], [0.133896, 2.308511, -2.556731], [1.022217, 1.458537, -3.427104], [1.246527, 2.193209, -4.634734], [0.347635, 3.312420, -4.679546], [-1.125829, 3.997132, -3.195986], [-1.493365, 2.449272, -3.964317], [0.736368, 3.004618, -1.967073], [-0.458080, 1.703319, -1.869467], [0.520506, 0.515734, -3.681639], [1.978984, 1.226550, -2.956219], [0.926417, 4.224457, -4.501888], [-0.101517, 3.375849, -5.671193]], "forces_ev_per_a": [[-0.1, -0.4, 0.3], [0.1, 0.6, -0.1], [-0.4, -0.5, 0.0], [0.3, -0.4, -0.3], [-0.1, 0.3, 0.3], [-0.1, 0.5, -0.2], [1.0, -0.1, 0.2], [-0.5, 0.3, 0.4], [0.4, 1.1, -0.6], [0.6, 0.1, -0.7], [-0.2, -1.2, 0.5], [0.1, -0.4, 0.0], [-0.1, 0.2, 0.2], [-0.9, 0.2, 0.0], [0.7, 0.0, 0.7], [0.2, 0.3, 0.0], [0.2, -0.6, -0.2], [-0.3, 0.2, 0.1], [-0.2, -0.3, -0.3], [0.2, 0.2, 0.1], [1.4, 0.1, 1.7], [-0.2, -0.1, -1.0], [-0.8, -0.4, 1.0], [0.3, 0.3, -1.4], [-1.0, -0.1, -0.3], [0.2, -0.2, -0.2], [0.4, 0.2, -0.2], [-0.4, 0.0, 0.1], [-0.1, -0.2, 0.0], [0.1, 0.0, -0.2], [0.1, -0.1, 0.1], [0.0, 0.2, -0.1], [0.3, 0.0, 0.2], [0.1, 0.1, -0.4], [0.0, -0.3, 0.1], [0.2, 0.1, -0.1], [-0.4, 0.2, -0.2], [-0.3, 0.0, 0.0], [-0.3, 0.1, 0.2], [-0.1, -0.1, 0.3], [-0.1, -0.2, 0.2], [-0.2, 0.1, -0.1], [-0.3, 0.2, -0.3], [-0.3, -0.2, -0.2], [0.1, -0.1, 0.1], [0.0, 0.2, 0.0], [-0.1, 0.1, 0.3], [0.1, 0.0, 0.3], [-0.1, 0.2, -0.5], [0.3, 0.1, 0.2], [0.0, 0.3, 0.0], [0.0, -0.1, 0.0], [-0.1, 0.1, 0.1], [0.0, 0.2, -0.1], [0.0, -0.4, -0.1], [0.0, 0.0, 0.0], [0.0, 0.0, 0.0], [0.0, 0.0, 0.0], [0.0, 0.0, 0.0], [0.1, 0.0, 0.0], [0.0, -0.1, 0.0], [0.0, 0.0, 0.0], [0.1, -0.1, 0.0], [0.0, 0.2, 0.1], [0.0, -0.1, -0.1], [0.1, 0.2, 0.2], [-0.2, 0.1, -0.1], [0.1, -0.2, 0.0], [0.0, 0.0, 0.0], [0.0, 0.0, 0.0], [0.0, 0.0, 0.0], [0.0, 0.0, 0.0], [0.0, 0.1, -0.1], [0.1, -0.1, 0.0], [-0.1, 0.0, 0.0], [0.1, 0.0, 0.0], [0.0, 0.1, 0.1], [0.0, -0.1, -0.1], [0.0, 0.1, 0.1], [0.0, 0.1, -0.1], [0.2, -0.3, -0.1], [0.0, 0.0, 0.0], [0.0, 0.0, 0.0], [0.0, 0.0, 0.0], [0.0, 0.0, 0.0], [0.1, 0.0, 0.0], [0.0, 0.0, 0.0], [0.0, 0.0, 0.0], [0.0, -0.1, 0.1], [-0.1, -0.2, -0.2], [0.0, 0.3, 0.4], [0.0, -0.4, -0.3], [-0.2, 0.1, 0.1], [0.1, 0.0, 0.1], [0.0, 0.0, 0.0], [0.0, 0.0, 0.0], [0.0, 0.0, 0.0], [-0.1, 0.1, 0.0], [0.1, 0.0, 0.0], [0.0, 0.0, -0.1], [-0.1, 0.0, 0.0], [0.1, -0.1, 0.0]], "lowdin_charge": [-0.0979, -0.1568, -0.1278, -0.0805, -0.0614, -0.0622, -0.1347, -0.0754, -0.5004, 0.0292, 0.1285, -0.2677, 0.1413, -0.1859, -0.1562, -0.2544, -0.4334, 0.9500, -1.1383, 0.7243, -0.1774, -0.0897, -0.1529, 0.0704, -0.1724, -0.5247, 0.8509, -0.3542, 0.1104, 0.0999, 0.0951, 0.0807, 0.1396, 0.1317, 0.1260, 0.1234, 0.1282, 0.1256, 0.0880, 0.0794, 0.0948, 0.1160, 0.0956, 0.0895, 0.0983, 0.0739, 0.0778, 0.1244, 0.0987, 0.1314, -0.1687, -0.1614, -0.2074, -0.1474, -0.2026, 0.0977, 0.1059, 0.1146, 0.1105, 0.1092, 0.1140, 0.1226, 0.0784, -0.1681, -0.1668, -0.1909, -0.1597, -0.1967, 0.1120, 0.1075, 0.1130, 0.1107, 0.1065, 0.1182, 0.1202, 0.1040, -0.1652, -0.1697, -0.2078, -0.1357, -0.2089, 0.1146, 0.1119, 0.1124, 0.1109, 0.1158, 0.1147, 0.1152, 0.0908, -0.1631, -0.1737, -0.2143, -0.1436, -0.1971, 0.1125, 0.1091, 0.1194, 0.1028, 0.1074, 0.1175, 0.1164, 0.1142], "homo_lumo_gap_ev": 7.71, "e_tot_ev": -150271.0807, "smiles": "COCC1=C(CCOC(C)=O)C(=O)C(CCCSC(=S)n2ccnc2)=C(Br)C1=O.C1CCOC1.C1CCOC1.C1CCOC1.C1CCOC1", "spin_multiplicity": 1, "relative_energy_ev": 0.000}



# 2
{"formula": "C2H7NOS2", "method": "ωB97M-V with the def2-TZVPD basis set", "symbols": ["N", "C", "O", "H", "H", "H", "C", "S", "S", "H", "H", "H", "H"], "xyz": [[-1.471007, -1.145689, -1.063232], [-1.453660, -1.243851, -2.418343], [-1.455314, -0.291034, -3.162553], [-1.535725, -0.218455, -0.674489], [-1.477894, -1.965967, -0.481081], [-1.439810, -2.296232, -2.761247], [0.722335, 0.582259, 2.158950], [1.492252, 2.190031, 1.860045], [1.914246, 2.171224, -0.110295], [0.589181, 0.457397, 3.233870], [1.353203, -0.229501, 1.813316], [-0.265600, 0.570535, 1.690725], [3.027791, 1.419284, -0.085666]], "forces_ev_per_a": [[0.0, 0.0, -0.2], [0.0, 0.0, 0.2], [0.0, -0.2, 0.0], [0.1, -0.1, 0.2], [0.0, 0.2, 0.0], [0.0, 0.1, -0.1], [-0.4, 0.1, -0.1], [0.1, 0.0, 0.8], [-0.1, -0.1, -0.6], [0.0, 0.2, 0.0], [0.0, 0.0, -0.2], [0.2, -0.2, 0.0], [0.1, 0.0, 0.0]], "lowdin_charge": [0.1121, -0.4322, 0.0106, 0.0954, 0.0911, 0.1243, -0.4933, 0.3265, 0.2872, 0.0293, 0.0264, 0.0156, -0.1929], "homo_lumo_gap_ev": 9.73, "e_tot_ev": -27395.7416, "smiles": "NC=O.CSS", "spin_multiplicity": 1, "relative_energy_ev": 0.248}



# 3
{"formula": "C4H12O3", "method": "ωB97M-V with the def2-TZVPD basis set", "symbols": ["C", "C", "C", "O", "C", "H", "H", "H", "H", "H", "H", "H", "H", "H", "H", "O", "H", "H", "O"], "xyz": [[-0.821905, 0.801785, -2.603857], [-1.418468, 0.365221, -1.340568], [-0.722491, 0.318395, -0.122079], [0.550931, 0.304178, -0.032609], [-1.462723, 0.609453, 1.139629], [0.043506, 1.446514, -2.485190], [-0.537970, -0.122087, -3.141984], [-1.561106, 1.219763, -3.289901], [-2.405396, -0.082303, -1.287315], [0.800823, 0.249129, 0.911310], [-1.124412, 1.546234, 1.562651], [-2.518815, 0.732283, 0.912149], [-1.326057, -0.154722, 1.908378], [1.380477, -1.274951, 3.658133], [0.335693, -1.773866, 2.612139], [0.532424, -1.079469, 3.250124], [3.436958, -0.663741, 0.129397], [3.031308, -1.237167, -1.189810], [3.787226, -1.204651, -0.590600]], "forces_ev_per_a": [[-0.2, -0.5, -0.4], [0.5, -0.5, -0.4], [-1.3, 1.3, 1.4], [1.2, -0.5, -0.4], [-0.9, -0.7, -0.3], [0.0, 0.0, 0.0], [0.3, 0.1, 0.1], [0.0, 0.2, 0.2], [-0.1, 0.4, -0.1], [0.2, 0.2, 0.0], [0.3, 0.3, 0.0], [-0.1, -0.1, 0.2], [0.0, 0.0, 0.0], [0.0, -0.2, 0.0], [0.3, -0.3, 0.4], [-0.3, 0.5, -0.6], [0.4, -0.1, 0.0], [0.3, -0.2, -0.2], [-0.7, 0.2, 0.2]], "lowdin_charge": [-0.0208, 0.0533, -0.2948, 0.2053, 0.0350, 0.1023, 0.1310, 0.1087, 0.1490, 0.1503, 0.1247, 0.1055, 0.0967, 0.0566, 0.0427, -0.0455, 0.0198, 0.0258, -0.0457], "homo_lumo_gap_ev": [10.23, 7.19], "e_tot_ev": -10476.2017, "spin_multiplicity": 2, "relative_energy_ev": 0.060, "total_charge": 1}



# 4
{"formula": "CH4N2OS", "method": "ωB97M-V with the def2-TZVPD basis set", "symbols": ["N", "C", "S", "H", "N", "O", "H", "H", "H"], "xyz": [[-2.705005, -1.673586, -0.500949], [-3.043164, -0.542628, -0.281120], [-3.135919, 1.027180, 0.006946], [-2.963921, -2.602976, -0.710883], [0.214031, 0.298743, -0.250863], [0.050905, 0.953624, 1.018335], [1.210630, 0.360557, -0.351828], [0.143340, -0.793117, -0.087184], [-0.828451, 1.207910, 0.904646]], "forces_ev_per_a": [[-0.4, 2.0, 0.4], [1.2, -0.5, -0.2], [-0.5, -1.0, -0.2], [-0.4, -0.4, -0.1], [0.4, -2.8, 0.4], [1.8, -1.2, -0.1], [0.6, 0.4, -0.5], [-0.2, 2.6, 0.0], [-2.4, 1.0, 0.2]], "lowdin_charge": [0.1479, -0.8040, 0.6970, 0.0777, -0.0581, -0.1505, 0.0489, 0.1062, -0.0650], "homo_lumo_gap_ev": 10.25, "e_tot_ev": -16962.3115, "smiles": "N=C=S.NO", "spin_multiplicity": 1, "relative_energy_ev": 2.877}